(1)
{
  "formula": "C6H14O",
  "method": "wB97M-V/def2-TZVPD",
  "elements": ["O", "C", "C", "C", "C", "C", "C", "H", "H", "H", "H", "H", "H", "H", "H", "H", "H", "H", "H", "H", "H"],
  "coordinates": [[1.617734, -1.111894, 0.457500], [0.531745, 0.915357, -0.167384], [-0.326837, 1.411027, 0.950092], [-1.890141, -0.367494, 0.292382], [2.541065, -1.302905, -0.575328], [-0.800116, -0.708891, -0.698668], [-1.774858, 1.119549, 0.607505], [0.739160, -0.999400, 0.028159], [-0.155720, 2.485994, 1.101633], [0.375275, 1.308926, -1.157120], [1.603679, 1.041086, 0.095368], [2.934686, -2.315215, -0.477183], [-1.770417, -0.956651, 1.214388], [2.106105, -1.190196, -1.585020], [-2.896094, -0.595040, -0.093397], [-2.448262, 1.424198, 1.408012], [-0.992933, -0.351961, -1.708676], [-0.027811, 0.914946, 1.887024], [3.377369, -0.590223, -0.499428], [-0.716695, -1.821245, -0.783060], [-2.026928, 1.690025, -0.296803]],
  "atomic_forces_ev_per_a": [[0.3454, -1.1771, 0.5338], [-0.8512, -0.1093, -0.5023], [-0.1279, 0.0047, -0.0786], [0.0493, 0.1915, 0.0760], [0.3849, -0.2834, -0.1539], [-0.0214, 0.6936, -0.0482], [-0.2406, 0.2247, 0.1208], [0.7992, -0.0710, 0.5682], [-0.0510, -0.0917, -0.0751], [-0.3988, 0.5671, -0.1051], [-0.7870, -1.0108, -0.4068], [0.2900, -0.0334, -0.3142], [0.0589, 0.1290, -0.2008], [-0.0118, -0.0133, 0.3146], [0.2685, -0.0052, -0.0246], [-0.0987, 0.0220, -0.0132], [-0.0614, 0.2069, 0.0904], [-0.0819, 0.0563, -0.2511], [-0.1557, -0.1119, 0.0468], [0.7979, 0.8205, 0.2665], [-0.1067, -0.0090, 0.1566]],
  "nbo_charge": [-0.79, -0.26, -0.47, -0.44, -0.26, -0.48, -0.39, 0.50, 0.23, 0.18, 0.23, 0.17, 0.20, 0.16, 0.22, 0.21, 0.20, 0.21, 0.16, 0.23, 0.19],
  "charge": 0,
  "multiplicity": 1,
  "homo_energy_ev": -8.73
}

(2)
{
  "formula": "C6H14O",
  "method": "wB97M-V/def2-TZVPD",
  "elements": ["O", "C", "C", "C", "C", "C", "C", "H", "H", "H", "H", "H", "H", "H", "H", "H", "H", "H", "H", "H", "H"],
  "coordinates": [[1.553176, -1.269387, 0.765747], [2.649337, 0.670912, -0.182838], [-1.730855, -0.507488, -1.214992], [0.152253, 0.526964, 0.144566], [-2.142479, 0.253839, 1.145144], [1.424063, -0.237131, -0.205077], [-1.118096, -0.338066, 0.176959], [2.762358, 1.112338, 0.813681], [0.025934, 1.353943, -0.569311], [-1.016800, -0.931015, -1.931322], [-2.602782, -1.171447, -1.182508], [-2.068112, 0.460553, -1.609455], [-1.727363, 0.323689, 2.157072], [0.313205, 0.980505, 1.131989], [2.354061, -1.768249, 0.563897], [3.563158, 0.108596, -0.411866], [2.560754, 1.479819, -0.916382], [-0.825013, -1.325881, 0.553290], [1.319447, -0.682569, -1.209930], [-3.048361, -0.361535, 1.191985], [-2.439906, 1.263794, 0.833111]],
  "atomic_forces_ev_per_a": [[0.2278, -0.2300, -0.0175], [0.0276, 0.0235, -0.0082], [-0.0009, -0.0094, -0.0570], [0.0048, 0.0360, 0.0181], [-0.0456, 0.0256, 0.0361], [-0.0838, 0.2794, -0.2245], [0.0204, -0.0199, 0.0180], [-0.0222, -0.0533, -0.1395], [0.0127, -0.1074, 0.1095], [-0.0840, 0.0617, 0.1147], [0.1440, 0.0834, -0.0026], [0.0673, -0.1236, 0.0637], [-0.0724, -0.0085, -0.1429], [-0.0174, -0.0694, -0.0971], [-0.1267, 0.0417, 0.0891], [-0.1378, 0.0673, 0.0174], [-0.0131, -0.1247, 0.0855], [-0.0726, 0.1302, -0.0375], [0.0051, 0.0387, 0.1653], [0.1226, 0.0879, -0.0194], [0.0440, -0.1293, 0.0287]],
  "nbo_charge": [-0.73, -0.63, -0.60, -0.41, -0.60, 0.10, -0.23, 0.21, 0.20, 0.20, 0.21, 0.20, 0.21, 0.21, 0.47, 0.20, 0.21, 0.22, 0.15, 0.21, 0.20],
  "charge": 0,
  "multiplicity": 1,
  "homo_energy_ev": -10.22
}

(3)
{
  "formula": "C6H14O2",
  "method": "wB97M-V/def2-TZVPD",
  "elements": ["O", "O", "C", "C", "C", "C", "C", "C", "H", "H", "H", "H", "H", "H", "H", "H", "H", "H", "H", "H", "H", "H"],
  "coordinates": [[2.671142, 1.691659, -2.428373], [-2.167233, -6.114064, 0.788151], [1.527378, 0.888126, -2.086261], [-2.617690, 1.153505, 1.718329], [1.064064, 1.291334, 0.379614], [1.570724, 0.293594, -0.696471], [-1.114031, 1.206769, 1.685506], [-0.416440, 1.186247, 0.558586], [2.509707, -0.183361, -0.410570], [-2.977098, 2.176594, 1.832916], [-0.639991, 1.314668, 2.653357], [0.812549, -0.509343, -0.702783], [1.247640, 2.296700, -0.007568], [-3.005190, 0.884464, 0.732988], [1.533136, 0.108834, -2.847024], [-1.477058, -5.652309, 1.289298], [0.623163, 1.489756, -2.188024], [-2.676795, -6.641919, 1.421159], [1.627549, 1.221479, 1.306866], [-3.055719, 0.543569, 2.512642], [2.720972, 2.447783, -1.831091], [-0.996627, 0.997373, -0.340745]],
  "atomic_forces_ev_per_a": [[-0.1395, -0.0425, 0.0926], [-0.0703, -0.1904, -0.0742], [1.0397, 0.1544, -0.1583], [0.0949, 0.5296, -0.5297], [0.2273, 0.1070, -0.6616], [-1.2215, -0.2918, 0.5480], [-0.3585, -0.0296, 0.2131], [-0.1051, -0.5280, 0.5091], [0.0985, 0.2546, -0.3683], [-0.1589, 0.1447, 0.3882], [0.2850, 0.0384, -0.0468], [0.3803, -0.0802, 0.0303], [0.2191, 0.2490, 0.0700], [-0.0283, -0.4230, 0.1264], [-0.1513, -0.0539, 0.0067], [-0.2122, -0.0361, 0.0461], [-0.2132, -0.0778, -0.0736], [0.2906, 0.2935, 0.0047], [-0.1958, -0.0899, 0.1833], [0.1737, -0.0753, -0.1603], [-0.0809, -0.0495, 0.0600], [0.1266, 0.1969, -0.2057]],
  "lowdin_spin": [0.05, 0.23, 0.06, 0.07, 0.08, 0.07, 0.09, 0.05, 0.01, 0.01, 0.02, 0.02, 0.02, 0.01, 0.01, 0.07, 0.01, 0.04, 0.02, 0.02, 0.02, 0.01],
  "s_squared": 0.750,
  "charge": -1,
  "multiplicity": 2,
  "homo_energy_ev": [1.34, -6.26]
}

(4)
{
  "formula": "C6H14O2",
  "method": "wB97M-V/def2-TZVPD",
  "elements": ["O", "O", "C", "C", "C", "C", "C", "C", "H", "H", "H", "H", "H", "H", "H", "H", "H", "H", "H", "H", "H", "H"],
  "coordinates": [[0.111268, -0.124833, -2.928517], [1.291551, -2.006149, -1.942291], [1.684813, 0.289693, -0.337519], [-0.550193, 1.316886, 2.527549], [0.084716, 1.184466, 1.296443], [0.392970, 0.314145, 0.368363], [-1.798470, 0.914403, 2.841297], [-0.330369, -1.009257, 0.459475], [0.096745, -0.147547, -3.885730], [-2.483493, 0.517171, 2.109513], [-2.162067, 1.218724, 3.816821], [2.112206, -0.719830, -0.310498], [-1.411128, -0.936227, 0.520235], [1.345687, -2.870590, -2.347130], [-0.095414, 1.919893, 3.320991], [0.582796, -1.055252, -2.551864], [-0.141343, -1.684138, -0.386046], [0.126927, -1.661428, 1.224776], [-1.726862, 1.224118, -1.171077], [2.391254, 1.060971, 0.012597], [-1.227755, 1.769759, -1.214213], [1.706160, 0.485023, -1.423173]],
  "atomic_forces_ev_per_a": [[-0.1116, -0.0138, 0.3951], [0.0063, -0.1894, 0.7869], [2.0456, 0.8827, -1.0802], [-0.3768, 2.2032, 1.5495], [-1.8667, -3.7646, -1.2304], [2.1062, 1.0189, 0.9825], [0.2905, 0.8706, -0.6740], [-1.1165, -1.3273, -0.1164], [0.0512, -0.1299, -0.0519], [0.0342, -0.3518, 0.1036], [0.0255, -0.5076, -0.0496], [-0.2150, 0.1009, 0.1722], [0.0167, 0.0959, 0.4911], [-0.0668, -0.1047, -0.2150], [0.5061, -0.4130, -0.3206], [-0.0018, 0.3843, -0.5633], [0.5656, 0.8980, -1.0611], [-0.3050, 0.8865, 0.4798], [-0.0808, 0.0358, -0.0789], [-0.2694, -0.3690, 0.4293], [-0.1002, 0.0359, -0.0539], [-1.1373, -0.2416, 0.1054]],
  "nbo_charge": [-1.11, -1.20, -0.69, -0.38, 0.49, 0.04, -0.30, -0.65, 0.45, 0.22, 0.22, 0.31, 0.23, 0.44, 0.27, 0.50, 0.35, 0.25, 0.00, 0.21, 0.00, 0.34],
  "charge": 0,
  "multiplicity": 1,
  "homo_energy_ev": -7.63
}

(5)
{
  "formula": "C6H14O2",
  "method": "wB97M-V/def2-TZVPD",
  "elements": ["O", "O", "C", "C", "C", "C", "C", "C", "H", "H", "H", "H", "H", "H", "H", "H", "H", "H", "H", "H", "H", "H"],
  "coordinates": [[-0.780614, -2.075262, -0.833579], [0.818935, -0.826466, -2.477269], [-1.194837, 0.411552, 2.126394], [0.876933, -0.461019, 0.842290], [2.025228, 0.527709, 1.220946], [-0.530403, 1.514292, 0.023275], [-0.348237, 0.471148, 1.103798], [-1.261227, 1.265415, -1.035190], [-0.830969, -1.613903, 0.025401], [-1.294393, 1.853675, -1.973380], [0.901256, -0.749407, -0.195672], [-1.719499, 0.339223, -1.340102], [0.853629, -1.345147, 1.492117], [2.070586, 0.477947, 2.314721], [-1.137566, -0.384066, 2.849783], [1.222001, -0.421606, -3.265085], [-0.078438, 2.434591, 0.366145], [-1.883836, 1.260677, 2.175012], [-1.413753, -1.518334, -1.308969], [1.729640, 1.564099, 1.011207], [2.994828, 0.416857, 0.734090], [0.800081, -1.776681, -2.567784]],
  "atomic_forces_ev_per_a": [[-1.0789, 0.2546, 0.6368], [0.2862, 1.1421, -0.5045], [0.3494, 0.6449, -0.6599], [-0.3613, 2.0087, 0.8125], [-0.3278, -0.0375, 0.4379], [-0.0711, -0.7700, 2.0345], [0.0491, -1.3737, -1.0870], [0.1893, 0.6046, -2.7166], [0.2264, -0.6297, -0.2513], [0.0049, 0.6360, 1.0991], [0.1775, 0.0303, -0.1660], [0.0077, -0.5096, 0.9402], [0.1222, 0.2101, -0.1134], [0.6010, 0.0861, -0.1772], [-0.1463, 0.0915, 0.3664], [-0.1609, -0.6058, 0.3893], [0.0160, 0.5126, -1.0406], [-0.2075, -0.6984, 0.4653], [0.2539, -0.4483, -0.3858], [0.0632, -0.3094, -0.1042], [-0.0422, -0.5253, 0.2007], [0.0492, -0.3136, -0.1759]],
  "nbo_charge": [-0.93, -0.95, -0.44, -0.48, -0.60, -0.24, 0.00, -0.36, 0.48, 0.20, 0.26, 0.17, 0.21, 0.21, 0.21, 0.47, 0.21, 0.21, 0.46, 0.20, 0.21, 0.49],
  "charge": 0,
  "multiplicity": 1,
  "homo_energy_ev": -9.48
}

Total energy values, unit eV, following the record order: -8492.9513; -8496.7385; -10541.7132; -10535.7517; -10541.7096.
Energy above the lowest of the compared OMol25 structures with the same formula, charge and spin values, unit kJ/mol, following the record order: 380.2; 14.8; 72.9; 855.3; 280.5.